# 1
{"formula": "C4H11N4S", "method": "ωB97M-V with the def2-TZVPD basis set", "symbols": ["C", "C", "C", "C", "N", "N", "N", "N", "S", "H", "H", "H", "H", "H", "H", "H", "H", "H", "H", "H"], "xyz": [[1.869916, 1.979707, 0.574225], [-0.883949, 0.111670, 0.480383], [1.770779, 0.634945, 0.294250], [0.358112, -0.347086, 0.233176], [2.901309, -0.352396, 0.165821], [-3.612505, 0.399587, -1.075511], [-2.038385, -0.679893, 0.570003], [0.777059, -1.650739, -0.239957], [-3.541652, 0.057132, 0.575306], [2.806734, 2.492850, 0.412486], [1.041273, 2.796254, 0.579167], [-1.228375, 1.173738, 0.537754], [3.432011, -0.563467, 0.974432], [3.349802, -0.329967, -0.686150], [-4.451235, 0.059415, -1.610697], [-3.515515, 1.339676, -1.191128], [-2.096968, -1.602200, 0.329379], [2.069635, -1.337355, 0.072852], [0.667704, -1.790446, -1.261397], [0.324257, -2.391425, 0.265598]], "forces_ev_per_angstrom": [[-1.063, -0.912, -1.912], [-1.310, -0.761, -0.499], [-2.490, 0.063, 1.054], [2.608, 3.094, -0.416], [-4.281, -0.021, 1.368], [-1.874, -2.788, -0.373], [1.026, 2.977, 1.049], [0.009, 0.611, 0.240], [-0.146, -0.025, -0.456], [0.504, -0.347, 0.525], [0.991, -2.281, 0.270], [1.193, -0.811, 0.499], [0.980, 0.414, 0.772], [1.733, 0.299, -1.973], [1.197, 0.270, 1.009], [0.238, 3.127, -0.773], [0.482, -2.794, -0.707], [0.283, 0.306, -0.627], [-0.108, 0.147, 0.807], [0.028, -0.568, 0.141]], "charge": 1, "fmax_ev_per_a": 4.49, "e_lumo_ev": -2.9909}


# 2
{"formula": "CH5BO6", "method": "ωB97M-V with the def2-TZVPD basis set", "symbols": ["B", "C", "O", "O", "O", "O", "O", "O", "H", "H", "H", "H", "H"], "xyz": [[-1.187450, -0.283197, 0.119391], [1.423431, -0.282650, 0.001595], [-1.463007, 1.029940, 0.058901], [-2.117613, -1.156828, -0.261542], [1.337867, 0.662308, -1.032691], [2.449886, -1.227824, -0.188182], [1.689085, 0.459834, 1.116011], [0.193798, -0.955358, 0.031484], [-2.380086, 1.277610, -0.187987], [-2.922067, -0.818635, -0.404030], [0.556793, 1.220855, -0.947830], [2.397606, -1.699310, -1.037130], [2.284019, -0.004506, 1.833508]], "forces_ev_per_angstrom": [[3.693, -1.929, -2.137], [-0.624, 0.305, -0.932], [0.001, 1.784, 0.479], [3.536, -3.395, 1.119], [1.094, -0.537, -0.838], [-0.553, 0.903, -0.035], [1.768, -1.091, 3.097], [-2.893, 1.370, 1.338], [1.053, -0.346, 0.374], [-4.740, 1.749, -0.742], [0.000, -0.204, 0.383], [-0.467, 0.492, 0.355], [-1.869, 0.898, -2.461]], "smiles": "OB(O)OC(O)(O)O", "fmax_ev_per_a": 5.11, "e_lumo_ev": -0.0639}


# 3
{"formula": "C23H64O9", "method": "ωB97M-V with the def2-TZVPD basis set", "symbols": ["C", "C", "C", "O", "H", "H", "H", "H", "H", "H", "H", "H", "C", "C", "C", "O", "H", "H", "H", "H", "H", "H", "H", "H", "C", "C", "C", "O", "H", "H", "H", "H", "H", "H", "H", "H", "C", "C", "C", "O", "H", "H", "H", "H", "H", "H", "H", "H", "C", "C", "C", "O", "H", "H", "H", "H", "H", "H", "H", "H", "C", "C", "C", "O", "H", "H", "H", "H", "H", "H", "H", "H", "C", "C", "C", "O", "H", "H", "H", "H", "H", "H", "H", "H", "C", "O", "H", "H", "H", "H", "C", "O", "H", "H", "H", "H"], "xyz": [[2.619390, 2.503850, 2.925508], [1.545700, 2.953064, 4.052304], [0.152467, 3.171067, 3.482347], [1.597422, 1.939297, 5.045445], [2.452647, 1.478735, 2.594703], [3.648505, 2.732317, 3.202684], [2.501890, 3.212164, 2.105394], [1.822483, 3.888981, 4.537651], [-0.511169, 3.501561, 4.281380], [-0.191859, 2.163202, 3.250532], [0.196850, 3.830320, 2.615438], [1.536450, 1.059236, 4.666797], [-0.083690, -2.489862, -1.256043], [0.126881, -1.023639, -1.189652], [0.604768, -0.616570, 0.250871], [1.057390, -0.483046, -2.089857], [-0.813712, -2.784860, -0.502290], [0.793839, -3.077747, -0.986892], [-0.391405, -2.799120, -2.254924], [-0.792216, -0.480517, -1.409611], [-0.111824, -0.952872, 1.000205], [0.637762, 0.448776, 0.479005], [1.532906, -1.132856, 0.496057], [0.958466, -0.832123, -2.978654], [-2.420773, -0.289183, -4.318550], [-2.558527, 1.194609, -4.169996], [-1.279993, 1.988919, -4.554910], [-3.646851, 1.649866, -5.069394], [-1.984964, -0.453783, -5.303975], [-3.421306, -0.708479, -4.212618], [-1.804053, -0.659515, -3.499633], [-2.837485, 1.449713, -3.147648], [-1.146127, 2.778253, -3.815227], [-1.309856, 2.633553, -5.433346], [-0.359489, 1.411985, -4.465896], [-3.454565, 2.567988, -5.273556], [3.435006, -1.298050, 3.883616], [2.015373, -1.754489, 4.064979], [1.642681, -2.191296, 5.465726], [1.084741, -0.673015, 3.657664], [3.796772, -1.792932, 2.982325], [4.162948, -1.648590, 4.615269], [3.526696, -0.232706, 3.672104], [1.842203, -2.597457, 3.396011], [2.294000, -3.005095, 5.784487], [0.618124, -2.558193, 5.527064], [1.741905, -1.370030, 6.175499], [0.301850, -1.064356, 4.052037], [1.773975, -1.793760, -5.356770], [2.059276, -3.262722, -5.378354], [1.244732, -4.317804, -4.592849], [1.998960, -3.633188, -6.711227], [1.987413, -1.436968, -4.349177], [0.691329, -1.740903, -5.471592], [2.250144, -1.251959, -6.173967], [3.074844, -3.369444, -4.997118], [1.084751, -3.981043, -3.568589], [1.616569, -5.340860, -4.536325], [0.264685, -4.520781, -5.024596], [1.069341, -3.707558, -6.938981], [-2.951056, 0.204263, 5.278933], [-2.957116, -0.757864, 4.043778], [-2.444413, -0.095915, 2.759768], [-2.018503, -1.803473, 4.215246], [-3.984191, 0.508971, 5.445934], [-2.249505, 1.038440, 5.270120], [-2.754202, -0.276137, 6.237351], [-3.895691, -1.310156, 3.997441], [-2.783761, 0.934031, 2.649526], [-2.959866, -0.519268, 1.897691], [-1.366476, 0.047363, 2.684702], [-2.561486, -2.593896, 4.260011], [1.629150, 5.258905, -0.671522], [1.206005, 4.307062, -1.765289], [1.573955, 2.876615, -1.277751], [-0.153461, 4.475055, -1.983714], [2.703220, 5.258633, -0.485881], [1.114291, 5.100108, 0.276004], [1.505215, 6.269678, -1.060193], [1.803206, 4.517792, -2.652453], [1.043634, 2.127658, -1.865921], [1.082581, 2.688128, -0.323227], [2.636810, 2.663490, -1.163697], [-0.379763, 5.332303, -2.351839], [-1.395338, -6.214732, -0.380759], [-2.519882, -6.487310, -1.180761], [-0.525921, -6.814857, -0.649188], [-1.218425, -5.140177, -0.427193], [-1.620307, -6.330457, 0.679473], [-2.561072, -5.893170, -1.933689], [-2.431594, 2.966577, 0.337869], [-1.887702, 4.291373, 0.256461], [-1.663242, 2.199359, 0.242363], [-2.939808, 2.848865, 1.294930], [-3.132989, 2.902987, -0.494057], [-1.186566, 4.189672, -0.391351]], "forces_ev_per_angstrom": [[-1.239, 2.190, 0.671], [1.653, -1.242, -1.163], [0.459, -1.112, 0.493], [-0.319, 0.773, 0.991], [0.021, 0.114, 0.077], [-0.003, -0.638, 0.598], [-0.320, -0.262, -0.548], [0.539, -0.123, 0.042], [-0.011, 0.438, -0.176], [-0.311, 0.032, -0.663], [-0.396, -0.032, 0.090], [-0.207, -0.196, -0.553], [0.028, -0.960, -0.024], [0.170, 1.776, 1.776], [-0.869, -0.552, -0.327], [1.192, 0.022, -0.369], [-0.368, 0.071, -0.249], [0.390, 0.224, -0.137], [-0.254, -0.128, 0.009], [-0.596, -0.227, 0.305], [-0.202, -0.402, -0.136], [0.469, 0.102, -0.611], [0.211, 0.302, -0.131], [-0.310, -0.140, 0.008], [-0.308, 0.472, 0.025], [-0.201, 1.616, -1.500], [0.001, 0.662, 1.540], [0.722, -0.716, 0.884], [-0.068, -0.556, 0.094], [0.108, -0.311, -0.238], [0.204, -0.193, -0.198], [-0.091, 0.022, 0.081], [0.065, -0.031, 0.498], [-0.200, -0.886, -0.685], [-0.053, -0.166, -0.446], [-0.113, 0.052, -0.007], [0.833, -0.323, -1.117], [-0.802, 0.498, 0.095], [0.246, -0.028, 0.281], [1.063, -1.199, 0.591], [0.120, 0.179, -0.306], [-0.377, 0.334, 0.506], [-0.044, 0.003, 0.482], [-0.160, -0.054, -0.130], [0.055, -0.021, 0.048], [-0.113, 0.005, -0.141], [0.095, 0.078, 0.010], [-1.027, 0.535, -0.257], [-1.733, -0.249, 1.462], [0.834, -1.385, 0.427], [-0.783, 0.855, 0.752], [0.633, -0.825, -1.729], [0.378, 0.562, -0.233], [-0.304, 0.595, -0.216], [0.222, -0.177, 0.376], [0.396, -0.291, -0.498], [-0.068, -0.071, 0.152], [0.977, 0.343, -0.221], [-0.367, 0.633, -0.200], [-0.085, -0.043, -0.171], [-0.723, -0.734, 0.114], [1.664, 1.073, 0.644], [-2.026, 1.533, -0.323], [0.609, -1.381, 0.629], [0.025, 0.751, -0.326], [-0.186, 0.075, -0.586], [0.308, -0.714, -0.229], [-0.533, 0.951, -0.473], [-0.315, 0.336, 0.488], [0.790, -0.632, -0.255], [-0.004, -0.888, 0.134], [0.575, -0.327, 0.187], [0.877, 1.070, -0.348], [2.382, -0.571, 1.439], [-2.026, 0.024, -0.297], [-1.398, -1.089, -0.386], [0.140, -0.535, 0.078], [-0.197, 0.057, -0.167], [-0.538, 0.335, 0.364], [-0.137, 0.049, -0.333], [0.593, -0.147, -0.606], [0.214, 0.383, 0.523], [-0.137, 0.242, -0.312], [0.312, 0.154, 0.060], [-0.143, 1.127, 0.245], [-0.591, -0.647, -0.016], [0.065, 0.117, -0.047], [0.730, 0.046, -0.242], [-0.263, -0.646, -0.058], [0.208, -0.006, 0.113], [-0.189, 0.921, -0.237], [0.117, -0.746, 0.603], [0.085, -0.102, 0.032], [-0.038, 0.021, -0.109], [-0.295, -0.617, 0.111], [0.266, 0.568, -0.400]], "smiles": "CC(C)O.CC(C)O.CC(C)O.CC(C)O.CC(C)O.CC(C)O.CC(C)O.CO.CO", "fmax_ev_per_a": 2.84, "e_lumo_ev": 0.2643}


# 4
{"formula": "C3H4N2", "method": "ωB97M-V with the def2-TZVPD basis set", "symbols": ["C", "N", "N", "C", "C", "H", "H", "H", "H"], "xyz": [[0.045018, -0.093373, 0.358978], [-0.161083, -1.428337, 0.364463], [0.953597, 0.197387, 1.239136], [-0.265340, 0.725624, -0.766040], [-0.622719, 1.437974, -1.663461], [-0.389734, -1.919284, -0.487562], [0.612947, -1.485567, 1.254253], [0.737221, 0.516375, 2.176942], [-0.909907, 2.049202, -2.476708]], "forces_ev_per_angstrom": [[1.806, -1.772, -0.562], [0.683, 0.858, 1.164], [0.074, 1.066, 2.089], [-1.301, 0.528, -0.146], [0.256, -0.326, 0.238], [-0.033, -0.463, 0.110], [-1.694, -0.874, -2.245], [0.248, 0.796, -0.459], [-0.038, 0.187, -0.189]], "smiles": "[H]/N=C(/N)C#C", "fmax_ev_per_a": 2.95, "e_lumo_ev": 0.1939}


HOMO values, unit eV, following the record order: -12.199, -10.413, -9.535, -8.589.